{
  "formula": "CH4IP",
  "method": "ωB97M-V/def2-TZVPD",
  "homo_lumo_gap_ev": 9.12,
  "lumo_energy_ev": 0.035,
  "de_lowest_kj_mol": 79.7,
  "homo_energy_ev": -9.089,
  "elements": ["C", "H", "P", "H", "H", "H", "I"],
  "xyz": [[0.317891, 0.239505, 0.106136], [0.202945, -0.796036, 0.126533], [-1.151730, 0.909855, -0.830648], [1.260692, 0.520375, -0.575006], [0.238260, 0.671340, 1.086867], [-2.040366, -0.432350, -0.421727], [-0.453992, 0.305830, -3.101272]],
  "atomic_forces_ev_per_a": [[1.3, 2.0, -2.7], [0.2, -1.7, 0.2], [-1.4, -2.4, 0.9], [-1.8, -0.4, 2.1], [0.6, 0.2, 0.4], [1.3, 2.4, -1.0], [-0.2, -0.1, 0.1]],
  "mulliken_charge": [-0.895, 0.334, -0.028, 0.261, 0.323, 0.068, -0.063]
}

{
  "formula": "C5H5O5",
  "method": "ωB97M-V/def2-TZVPD",
  "homo_lumo_gap_ev": 8.30,
  "lumo_energy_ev": 3.720,
  "de_lowest_kj_mol": 0.0,
  "homo_energy_ev": -4.583,
  "charge": -1,
  "elements": ["O", "C", "O", "C", "C", "O", "H", "H", "H", "O", "C", "O", "H", "C", "H"],
  "xyz": [[-2.839020, -0.813655, -0.881363], [-3.094016, 0.253225, -0.187065], [-5.150492, 0.909445, 1.043443], [-0.330043, 0.952407, -0.322305], [0.062841, 0.997815, 0.916697], [-5.114710, -0.929074, -0.312198], [-4.219658, -1.213124, -0.765097], [1.635636, 0.181974, 2.083737], [1.528072, 2.163492, 1.948525], [-2.334548, 1.146943, 0.081395], [1.416436, 1.128331, 1.455801], [-0.259236, 0.765282, -1.491831], [-0.776679, 1.206598, 1.578831], [-4.652346, 0.147429, 0.245824], [2.141313, 1.219568, 0.528955]],
  "atomic_forces_ev_per_a": [[0.0, 1.1, 0.7], [-1.3, -3.5, -2.0], [-0.6, -0.5, -0.5], [0.6, -1.1, -3.0], [-2.0, 0.9, 1.8], [-1.2, -0.1, 0.1], [0.3, -0.3, -0.3], [0.3, 1.9, -0.6], [0.0, -1.9, 0.0], [0.2, 1.9, 0.9], [2.3, 0.4, -1.3], [0.0, 0.6, 1.0], [0.4, -0.2, 0.1], [1.9, 1.4, 1.0], [-1.0, -0.6, 1.9]],
  "mulliken_charge": [-0.736, 0.779, -0.592, 0.775, -0.440, -0.552, 0.530, 0.230, 0.247, -0.670, -0.898, -0.537, 0.361, 0.283, 0.221]
}

{
  "formula": "C6H8O2",
  "method": "ωB97M-V/def2-TZVPD",
  "homo_lumo_gap_ev": 10.70,
  "lumo_energy_ev": 0.933,
  "de_lowest_kj_mol": 713.4,
  "homo_energy_ev": -9.766,
  "elements": ["H", "H", "C", "H", "C", "C", "C", "O", "O", "H", "C", "H", "C", "H", "H", "H"],
  "xyz": [[-2.663810, 0.260236, 1.494044], [2.822413, -0.838744, -0.606286], [-1.697062, -0.144874, -0.772982], [0.967202, 3.163177, -0.700560], [-1.523386, 0.313981, 0.745240], [1.894391, -1.184573, 0.086038], [1.079895, 2.130797, -0.185866], [-0.345324, -0.801793, -1.070724], [-0.324770, -0.611072, 1.095557], [-1.052847, 1.587136, 0.920062], [0.550160, -0.425821, 0.010867], [-2.462496, -0.999131, -0.695022], [0.700342, 1.033205, 0.052448], [2.192927, -0.807804, 1.043736], [1.378661, -2.258441, -0.064476], [-1.847336, 0.860201, -1.204635]],
  "atomic_forces_ev_per_a": [[4.1, -0.5, -2.2], [-2.9, -1.0, 1.0], [1.5, -0.8, 3.0], [0.7, -2.2, 1.7], [0.2, 1.2, 2.1], [-1.6, -0.6, -1.8], [-0.4, 4.7, -2.2], [-0.9, 1.5, -0.4], [-2.1, 0.5, 2.2], [-1.9, -4.3, -0.6], [-2.4, 1.7, -0.7], [1.0, 1.7, -1.1], [2.0, -1.3, -1.4], [0.4, -1.1, 1.1], [2.4, 1.8, 0.7], [-0.3, -1.2, -1.2]],
  "mulliken_charge": [0.294, 0.272, -0.336, 0.288, -0.464, -1.162, -0.054, -0.472, -0.478, 0.217, 1.533, 0.329, -0.915, 0.309, 0.320, 0.320]
}

{
  "formula": "C5H14",
  "method": "ωB97M-V/def2-TZVPD",
  "homo_lumo_gap_ev": 12.17,
  "lumo_energy_ev": 1.169,
  "de_lowest_kj_mol": 52.0,
  "homo_energy_ev": -11.006,
  "elements": ["H", "C", "H", "H", "H", "C", "H", "C", "H", "H", "H", "H", "H", "C", "C", "H", "H", "H", "H"],
  "xyz": [[-0.092037, 1.209692, 1.975827], [-1.301018, 1.702670, 0.214345], [1.617991, -2.498779, 1.180942], [0.647554, -1.112952, 0.871502], [-2.192907, 1.179113, 0.581629], [0.741054, -2.412318, -0.875240], [1.494728, -2.611613, -1.626475], [-0.209666, 2.018093, 1.253547], [-0.498232, 2.902006, 1.818691], [0.173650, 0.539222, -0.944014], [2.255522, -1.208168, 0.186825], [-0.874365, 1.515135, -1.894334], [-0.126357, -1.848347, -1.186598], [-0.859185, 0.872937, -1.011275], [1.358624, -1.793903, 0.394592], [0.738546, 2.231753, 0.763023], [-1.752421, 2.673210, -0.007610], [-1.558734, 0.055375, -1.142769], [0.437245, -3.413122, -0.552611]],
  "atomic_forces_ev_per_a": [[0.3, -0.1, -0.1], [-0.5, 0.1, 0.2], [0.1, -0.3, -0.2], [0.0, 0.0, -0.1], [0.5, 0.0, 0.8], [0.5, -1.1, 1.6], [-0.1, 0.4, -0.5], [-0.7, -0.4, 0.1], [0.1, 0.1, 0.1], [-0.1, -0.3, 0.2], [0.0, 0.0, 0.0], [-0.2, -0.2, -0.2], [0.1, 0.0, -0.5], [0.0, 1.3, 0.0], [-0.1, 0.8, 0.1], [0.1, -0.1, 0.0], [0.3, 0.0, -0.8], [0.2, -0.3, -0.3], [-0.5, 0.1, -0.4]],
  "mulliken_charge": [0.262, -0.274, 0.355, 0.108, 0.252, -0.701, 0.245, -1.147, 0.363, 0.254, 0.267, 0.338, 0.181, -0.979, -0.735, 0.312, 0.342, 0.266, 0.289]
}

{
  "formula": "C4H7O4Sc",
  "method": "ωB97M-V/def2-TZVPD",
  "homo_lumo_gap_ev": [5.77, 5.67],
  "multiplicity": 2,
  "lumo_energy_ev": [-5.827, -5.932],
  "de_lowest_kj_mol": 64.8,
  "homo_energy_ev": [-11.600, -11.600],
  "charge": 1,
  "s2": 0.751,
  "elements": ["H", "C", "H", "O", "C", "Sc", "H", "C", "H", "O", "C", "H", "O", "H", "H", "O"],
  "xyz": [[-1.401845, 0.840531, -2.048048], [-0.822301, 1.577257, -1.488453], [1.023500, 2.597645, -1.227765], [-1.555965, 2.113651, -0.486023], [-0.113435, -1.377977, 1.921606], [-2.351325, -1.243449, 3.046544], [1.282323, -0.571738, -0.339144], [0.423128, 1.915208, -1.833715], [-1.035429, 2.750696, 0.017223], [-0.183591, -1.185559, 3.170147], [1.244463, -1.612122, 0.004220], [0.895383, 1.407371, -2.673609], [-1.136164, -1.269039, 1.193371], [0.444972, -2.175449, -0.492685], [2.212150, -2.084240, -0.192823], [1.074136, -1.682787, 1.429155]],
  "atomic_forces_ev_per_a": [[0.1, 0.3, 0.2], [0.6, 0.1, -0.7], [-0.2, 0.0, -0.3], [-0.3, -0.1, 0.5], [2.0, 0.0, -0.8], [2.2, 0.2, -1.1], [-0.2, -0.2, 0.2], [-0.2, -0.5, 0.4], [0.1, 0.1, -0.2], [-1.6, -0.3, 1.0], [0.2, -0.4, -0.7], [-0.1, 0.2, 0.2], [-1.7, -0.1, 0.5], [0.3, 0.3, 0.0], [-0.3, 0.1, 0.1], [-0.8, 0.5, 0.7]],
  "mulliken_charge": [0.328, 0.192, 0.251, -0.487, 1.218, 1.067, 0.243, -0.874, 0.289, -0.656, -0.520, 0.290, -0.567, 0.300, 0.224, -0.299]
}

{
  "formula": "C22H24N2O2",
  "method": "ωB97M-V/def2-TZVPD",
  "homo_lumo_gap_ev": 9.10,
  "lumo_energy_ev": 0.685,
  "de_lowest_kj_mol": 72.1,
  "homo_energy_ev": -8.414,
  "elements": ["H", "C", "C", "C", "H", "C", "C", "C", "C", "C", "C", "H", "H", "H", "C", "H", "H", "C", "C", "H", "C", "C", "H", "H", "O", "H", "H", "C", "H", "H", "H", "H", "H", "C", "H", "H", "H", "N", "O", "H", "H", "H", "C", "C", "C", "C", "H", "N", "C", "C"],
  "xyz": [[5.389868, 2.183278, -2.391963], [-4.623400, 2.276391, 0.763192], [-2.959358, 1.864685, -0.913987], [5.241971, 1.720352, -0.307215], [4.800527, 1.227798, 1.726136], [4.393985, 1.410773, 0.741508], [2.639517, -1.684929, 1.181595], [-3.289272, 0.514096, -0.935138], [4.727855, 1.948465, -1.572032], [-4.305503, 0.061829, -0.101568], [3.021945, 1.332127, 0.539396], [-3.345867, 3.783484, -0.058819], [-1.307809, -3.617805, -1.284702], [2.704698, -2.740720, 0.944159], [0.259980, -1.948881, 0.387312], [-1.560916, -4.118422, 0.395633], [-4.581204, -0.983990, -0.113743], [2.096349, 1.012606, 1.682926], [-4.970129, 0.936740, 0.741430], [2.954001, 2.058697, -2.764617], [-0.843848, -4.087898, -0.422020], [2.513706, 1.575203, -0.730369], [-5.136422, 2.958062, 1.424495], [3.354068, -1.143459, 0.563992], [-0.487486, 1.662358, 2.052514], [2.906264, -1.531967, 2.226283], [-5.757953, 0.569516, 1.382901], [-3.618083, 2.739017, -0.069542], [-2.195854, 0.120104, 1.246608], [6.306852, 1.777895, -0.137014], [2.658302, 0.607135, 2.529320], [1.446507, 1.529961, -0.891873], [-0.563824, -5.106060, -0.681423], [-0.278207, 0.596903, 1.510304], [-2.465692, -0.033863, -2.825422], [1.601280, 1.931310, 2.020472], [-2.178771, 2.232364, -1.564695], [-1.261434, -0.247984, 1.136141], [1.472565, -3.955042, -0.004507], [-0.547693, 0.251822, -1.299560], [-3.061969, -1.393327, -1.866986], [-0.593730, -1.374673, -1.973006], [-1.070539, -1.270907, 0.132378], [-2.530041, -0.440647, -1.813121], [-1.106231, -0.686065, -1.297949], [3.360880, 1.876444, -1.780886], [-1.898548, -1.973618, 0.249744], [1.017695, 0.117931, 1.298700], [1.257696, -1.187401, 0.924159], [0.413257, -3.349697, 0.000865]],
  "atomic_forces_ev_per_a": [[0.1, 0.0, -0.1], [-0.1, 0.0, 0.1], [-0.1, 0.0, 0.0], [0.1, 0.0, 0.0], [0.0, -0.1, 0.1], [-0.1, 0.0, 0.0], [0.1, -0.3, 0.0], [-0.2, -0.1, -0.1], [0.1, 0.0, -0.1], [0.0, 0.0, -0.1], [0.1, 0.1, 0.0], [0.0, 0.1, 0.0], [-0.2, 0.1, -0.1], [0.0, 0.2, 0.0], [0.0, 0.6, 0.3], [-0.1, 0.0, 0.0], [0.0, -0.1, 0.0], [0.1, 0.3, 0.2], [-0.1, 0.0, 0.1], [0.0, 0.0, -0.1], [0.3, -0.2, 0.0], [0.0, 0.0, 0.1], [0.0, 0.1, 0.1], [0.1, 0.0, 0.0], [-0.1, 0.4, 0.1], [0.0, 0.1, 0.1], [-0.1, 0.0, 0.1], [0.0, 0.1, 0.0], [0.2, 0.1, 0.1], [0.1, 0.0, 0.0], [-0.1, 0.1, -0.1], [-0.1, 0.0, 0.0], [0.0, 0.0, 0.0], [-0.2, -0.1, 0.2], [-0.1, -0.1, 0.0], [0.2, -0.3, 0.0], [0.1, 0.0, -0.1], [-0.3, -0.1, 0.2], [-0.1, -0.2, -0.1], [0.1, 0.0, 0.0], [0.0, 0.0, 0.0], [0.0, 0.0, 0.0], [0.4, 0.1, -0.3], [0.3, 0.1, 0.0], [-0.3, -0.3, 0.0], [0.0, 0.0, -0.1], [0.1, 0.0, 0.0], [-0.1, 0.2, 0.0], [-0.2, -0.7, -0.3], [0.1, -0.3, -0.1]],
  "mulliken_charge": [0.383, -0.470, -0.016, -0.650, 0.369, -0.269, -2.167, 0.402, -0.379, -0.275, 0.562, 0.382, 0.276, 0.462, -0.305, 0.373, 0.317, -1.471, -0.493, 0.391, -1.334, 0.076, 0.387, 0.322, -0.702, 0.355, 0.388, -0.702, 0.145, 0.383, 0.309, 0.310, 0.407, 0.514, 0.495, 0.519, 0.413, -0.177, -0.698, -0.256, 0.408, 0.529, 0.268, -1.482, -0.053, -0.780, 0.688, 0.355, 0.444, 1.046]
}